# 1
The following is a quantum chemistry calculation of a structure of composition C18H43CrLiNO6, from OMol25.

```
70
Properties=species:S:1:pos:R:3:lowdin_charge:R:1
Li 15.0222 -26.8849 -20.2854 0.591
Cr 15.5556 -28.5504 -22.7138 0.978
C 12.3331 -25.8088 -21.0604 -0.058
C 12.9423 -26.3421 -22.3708 -0.591
C 13.0648 -25.1776 -23.3078 -0.086
O 14.1878 -26.9766 -22.1871 -0.407
H 12.4791 -26.6496 -20.3822 0.048
H 11.2676 -25.5828 -21.1005 0.079
H 12.8266 -24.9138 -20.6817 0.062
H 12.2178 -27.0408 -22.7892 0.125
H 13.9780 -24.5916 -23.2039 0.078
H 12.2403 -24.4647 -23.2974 0.070
H 12.9799 -25.6387 -24.2918 0.067
C 14.0513 -28.3996 -16.5825 -0.086
C 14.5766 -27.3949 -17.6358 -0.640
C 15.2200 -26.1851 -16.8722 -0.089
O 15.4313 -27.9960 -18.5782 -0.346
H 13.5719 -29.2667 -17.0367 0.050
H 13.2342 -27.9239 -16.0401 0.054
H 14.7980 -28.7679 -15.8790 0.065
H 13.7327 -26.9224 -18.1385 0.077
H 15.8629 -26.5908 -16.0910 0.064
H 14.3911 -25.5990 -16.4754 0.061
H 15.9111 -25.4985 -17.3611 0.031
C 13.4472 -32.0124 -21.2281 -0.074
C 13.6014 -30.4766 -21.1918 -0.601
C 12.6289 -29.8046 -20.3004 -0.064
O 14.9156 -29.9513 -21.0750 -0.289
H 13.9980 -32.5944 -21.9670 0.060
H 12.4278 -32.3836 -21.3331 0.064
H 13.8876 -32.3319 -20.2836 0.073
H 13.2868 -30.2591 -22.2125 0.092
H 11.6187 -30.0438 -20.6328 0.074
H 12.6840 -28.7186 -20.2251 0.055
H 12.6550 -30.1501 -19.2670 0.076
C 17.7788 -25.6614 -22.2062 -0.074
C 18.0738 -26.7783 -21.1073 -0.540
C 18.2176 -26.1664 -19.6941 -0.088
O 17.0774 -27.8082 -21.0372 -0.357
H 18.0852 -26.0629 -23.1721 0.043
H 18.3694 -24.7517 -22.0979 0.060
H 16.7586 -25.4587 -22.5321 0.042
H 19.0914 -27.1094 -21.3145 0.102
H 18.9837 -25.4055 -19.5446 0.057
H 18.2997 -26.9264 -18.9171 0.080
H 17.3213 -25.6184 -19.4036 0.045
C 14.8538 -23.3511 -19.1221 -0.081
O 16.0485 -22.9307 -18.3919 -0.195
C 15.6457 -22.0705 -17.3321 -0.234
C 16.7537 -21.9457 -16.2942 -0.207
N 17.1140 -23.1738 -15.5928 -0.050
C 18.4960 -23.5145 -15.3558 -0.203
C 19.4011 -23.8331 -16.5704 -0.205
O 19.7707 -22.6506 -17.2244 -0.194
C 20.8154 -21.8931 -16.5937 -0.103
H 14.0663 -23.6664 -18.4376 0.079
H 14.9846 -24.1716 -19.8276 0.071
H 14.5361 -22.4571 -19.6587 0.085
H 14.7313 -22.3807 -16.8264 0.119
H 15.5281 -21.1085 -17.8310 0.119
H 16.4938 -21.1568 -15.5884 0.109
H 17.6070 -21.6230 -16.8907 0.105
H 16.7169 -23.8631 -16.2151 0.070
H 18.3789 -24.4335 -14.7816 0.111
H 18.9536 -22.8019 -14.6696 0.110
H 18.9435 -24.5342 -17.2684 0.114
H 20.2579 -24.3371 -16.1233 0.109
H 21.1844 -21.1825 -17.3333 0.080
H 21.6303 -22.5342 -16.2574 0.084
H 20.5267 -21.2124 -15.7929 0.074
```

* 2S+1: 5
* expectation value of S²: 6.08
* molecular weight: 428.5 g/mol
* orbital gap (alpha / beta): 5.01 / 4.84 eV
* net charge: -1



# 2
The following is a quantum chemistry calculation of a structure of composition C18H43F6O3P2SSb2ScSe4Si, from OMol25.

```
81
Properties=species:S:1:pos:R:3:lowdin_charge:R:1
Sc -1.0395 -0.5754 0.2904 0.308
C -2.5343 2.6151 2.5277 -0.260
P -2.8149 0.8224 2.2547 0.803
C -4.6135 0.7932 1.9259 -0.250
C -2.6843 0.2792 4.0156 -0.406
C -2.7029 -1.2335 4.2450 -0.400
P -1.1740 -2.1038 3.6240 0.861
C -0.2845 -2.3962 5.2076 -0.299
C -1.8605 -3.7942 3.4032 -0.280
H -3.2486 2.9924 3.2588 0.060
H -2.6511 3.1676 1.5946 0.044
H -1.5236 2.7822 2.9071 0.036
H -5.1392 1.3163 2.7252 0.053
H -4.9806 -0.2301 1.8637 0.038
H -4.8224 1.2965 0.9801 0.051
H -3.5206 0.7502 4.5423 0.096
H -1.7558 0.7037 4.4182 0.007
H -3.5689 -1.6857 3.7554 0.071
H -2.7840 -1.4222 5.3173 0.088
H -0.9798 -2.8227 5.9324 0.048
H 0.1524 -1.4839 5.6152 -0.023
H 0.5240 -3.1042 5.0237 0.031
H -2.3114 -4.1277 4.3374 0.054
H -1.0657 -4.4836 3.1199 0.052
H -2.6240 -3.8047 2.6303 -0.001
C 3.6247 -0.3106 -0.0558 -0.017
C 2.6910 -1.3140 -0.7191 -0.566
C 2.3903 -2.4622 0.2397 -0.025
C 3.2562 -1.8240 -2.0321 -0.012
O 1.3681 -0.6958 -1.0442 -0.205
Si 0.8805 0.7373 -1.6673 -0.049
S -0.2340 1.5580 -0.0182 0.506
O -0.4684 0.5461 -2.5303 -0.172
C -0.5972 0.1873 -3.9395 -0.597
C -0.8999 -1.3050 -4.0055 -0.016
C 0.6986 0.4949 -4.6751 -0.015
C -1.7594 1.0164 -4.4731 -0.004
O 2.1160 1.6636 -2.0306 -0.121
C 2.3664 3.0914 -2.1522 -0.607
C 3.4065 3.2340 -3.2548 -0.007
C 1.0841 3.8269 -2.5240 -0.021
C 2.8984 3.5898 -0.8142 -0.023
H 4.6321 -0.7225 -0.0590 0.110
H 3.3473 -0.1334 0.9857 0.027
H 3.6346 0.6355 -0.5894 0.072
H 3.3186 -2.8099 0.6894 0.104
H 1.9082 -3.2937 -0.2750 0.094
H 1.7451 -2.1343 1.0648 0.047
H 4.1501 -2.4115 -1.8335 0.102
H 3.5159 -0.9936 -2.6891 0.090
H 2.5391 -2.4684 -2.5409 0.093
H -0.1773 -1.8698 -3.4119 0.086
H -0.8309 -1.6550 -5.0346 0.104
H -1.9082 -1.5188 -3.6520 0.076
H 1.5290 -0.0844 -4.2624 0.090
H 0.9459 1.5529 -4.5969 0.073
H 0.5934 0.2458 -5.7290 0.108
H -2.6830 0.7646 -3.9497 0.093
H -1.9042 0.8237 -5.5343 0.101
H -1.5639 2.0802 -4.3294 0.090
H 3.0090 2.8898 -4.2093 0.085
H 4.2882 2.6421 -3.0142 0.096
H 3.6935 4.2791 -3.3500 0.099
H 0.6685 3.4594 -3.4622 0.080
H 1.2853 4.8900 -2.6290 0.103
H 0.3243 3.7241 -1.7459 0.065
H 3.8417 3.1111 -0.5573 0.087
H 2.1907 3.3848 -0.0099 0.059
H 3.0503 4.6659 -0.8603 0.102
Se 0.7661 1.5013 5.6689 -0.003
Sb 1.7956 0.7499 3.6061 -0.272
Se 3.5480 2.4088 3.0748 0.200
Se 3.1391 -1.1451 4.3112 0.029
Se 0.4050 0.4294 1.6748 0.236
F -0.7373 -2.5251 0.2568 -0.353
Sb -2.6373 -2.9316 -0.4294 1.541
F -1.7915 -3.5119 -1.9855 -0.277
F -2.4248 -1.0198 -1.0575 -0.343
F -2.5511 -4.5286 0.4855 -0.275
F -3.0941 -1.9501 1.1928 -0.368
F -4.3755 -2.8157 -1.0323 -0.277
```

* 2S+1: 2
* expectation value of S²: 0.76
* energy relative to the best compared isomer or geometry (same formula, charge and spin): 498.5 kJ/mol
* molecular weight: 1147.9 g/mol
* orbital gap (alpha / beta): 5.24 / 5.18 eV
* net charge: +1



| no. | maximum force (hartree/bohr) |
| --- | --- |
| 1 | 0.0991 |
| 2 | 0.1148 |